{
  "formula": "C29H77N20O40P2",
  "method": "ωB97M-V with the def2-TZVPD basis set",
  "symbols": ["N", "C", "O", "C", "C", "C", "C", "C", "N", "C", "O", "C", "C", "C", "C", "O", "C", "N", "P", "P", "O", "O", "O", "H", "H", "H", "H", "H", "H", "H", "H", "H", "H", "H", "H", "H", "H", "H", "H", "H", "H", "H", "H", "H", "H", "H", "H", "H", "H", "C", "N", "O", "O", "H", "H", "H", "C", "N", "O", "O", "H", "H", "H", "C", "N", "O", "O", "H", "H", "H", "C", "N", "O", "O", "H", "H", "H", "C", "N", "O", "O", "H", "H", "H", "C", "N", "O", "O", "H", "H", "H", "C", "N", "O", "O", "H", "H", "H", "C", "N", "O", "O", "H", "H", "H", "C", "N", "O", "O", "H", "H", "H", "C", "N", "O", "O", "H", "H", "H", "C", "N", "O", "O", "H", "H", "H", "C", "N", "O", "O", "H", "H", "H", "C", "N", "O", "O", "H", "H", "H", "C", "N", "O", "O", "H", "H", "H", "C", "N", "O", "O", "H", "H", "H", "C", "N", "O", "O", "H", "H", "H", "C", "N", "O", "O", "H", "H", "H"],
  "xyz": [[0.913, -2.538, -1.187], [-0.004, -1.851, -1.232], [-0.978, -0.988, -1.345], [-0.667, 0.369, -0.972], [0.840, 0.646, -0.968], [1.527, 0.631, -2.356], [2.996, 0.146, -2.325], [3.913, 1.234, -1.708], [4.688, 0.826, -0.516], [-1.328, 1.324, -1.994], [-2.673, 1.674, -1.814], [-3.355, 0.873, -0.851], [-4.817, 1.269, -0.770], [-5.556, 0.918, -2.068], [-5.563, -0.599, -2.347], [-4.832, -0.943, -3.538], [-2.688, 1.042, 0.479], [-1.206, 0.659, 0.434], [-0.739, -0.627, 1.660], [-2.333, -2.125, 1.498], [-3.372, -1.829, 0.490], [-1.614, -3.523, 1.223], [-2.889, -2.159, 2.986], [0.943, 1.669, -0.578], [1.363, -0.008, -0.260], [0.946, 0.071, -3.102], [1.544, 1.668, -2.718], [3.276, -0.045, -3.369], [3.117, -0.804, -1.788], [4.652, 1.598, -2.431], [3.292, 2.082, -1.407], [4.042, 0.432, 0.167], [5.279, 0.038, -0.778], [-1.183, 0.876, -2.986], [-0.753, 2.256, -1.951], [-3.309, -0.171, -1.180], [-4.906, 2.344, -0.558], [-5.270, 0.687, 0.048], [-5.057, 1.393, -2.922], [-6.579, 1.280, -1.984], [-5.111, -1.155, -1.511], [-6.565, -1.002, -2.507], [-3.909, -0.681, -3.428], [-3.217, 0.491, 1.252], [-2.729, 2.097, 0.758], [-0.697, 1.499, 0.761], [-1.128, 0.035, 2.835], [-2.287, -4.126, 0.854], [-3.344, -2.994, 3.207], [5.220, 5.537, -2.179], [3.812, 5.276, -1.799], [3.245, 6.001, -1.005], [3.227, 4.305, -2.260], [5.566, 6.421, -1.659], [5.788, 4.656, -1.892], [5.243, 5.677, -3.256], [0.479, 4.607, -0.203], [0.602, 3.484, 0.766], [-0.014, 2.446, 0.534], [1.324, 3.629, 1.719], [-0.201, 4.296, -0.989], [0.107, 5.484, 0.321], [1.479, 4.787, -0.581], [0.442, -5.709, -0.541], [-0.040, -7.109, -0.682], [0.457, -7.956, 0.039], [-0.896, -7.316, -1.513], [1.197, -5.680, 0.233], [0.857, -5.407, -1.496], [-0.413, -5.095, -0.284], [-9.521, 0.011, 0.738], [-8.357, 0.913, 0.516], [-8.248, 1.445, -0.567], [-7.583, 1.054, 1.444], [-10.109, -0.012, -0.171], [-9.126, -0.970, 0.985], [-10.086, 0.416, 1.572], [7.396, 9.900, -3.443], [7.354, 8.956, -2.294], [6.472, 8.107, -2.286], [8.185, 9.080, -1.426], [6.579, 9.662, -4.113], [7.290, 10.901, -3.036], [8.357, 9.783, -3.936], [4.854, -6.738, -0.864], [4.501, -5.351, -1.275], [3.412, -4.918, -0.940], [5.325, -4.731, -1.912], [4.023, -7.149, -0.302], [5.041, -7.309, -1.769], [5.749, -6.673, -0.253], [-5.097, 2.610, 3.456], [-3.763, 2.228, 4.002], [-3.638, 2.020, 5.182], [-2.853, 2.154, 3.182], [-5.812, 2.650, 4.269], [-4.975, 3.577, 2.976], [-5.378, 1.860, 2.721], [5.320, -2.637, 1.142], [6.516, -3.410, 1.574], [7.453, -2.797, 2.033], [6.463, -4.616, 1.430], [5.504, -1.584, 1.327], [5.169, -2.836, 0.083], [4.474, -2.997, 1.721], [1.031, 3.166, 4.933], [0.367, 3.301, 6.259], [0.606, 2.464, 7.101], [-0.380, 4.249, 6.396], [1.656, 2.281, 4.952], [0.249, 3.083, 4.186], [1.618, 4.065, 4.769], [-4.785, -4.026, -4.568], [-6.234, -4.208, -4.256], [-6.744, -3.377, -3.529], [-6.808, -5.152, -4.752], [-4.444, -3.140, -4.046], [-4.264, -4.921, -4.240], [-4.696, -3.910, -5.643], [-0.585, -10.245, 2.154], [-0.253, -10.604, 3.559], [-1.157, -10.763, 4.347], [0.932, -10.707, 3.819], [-1.662, -10.181, 2.060], [-0.108, -9.293, 1.945], [-0.175, -11.020, 1.514], [3.974, -10.920, 4.988], [5.352, -10.556, 4.556], [5.485, -10.042, 3.463], [6.254, -10.795, 5.330], [3.285, -10.649, 4.199], [3.962, -11.990, 5.173], [3.766, -10.374, 5.903], [11.334, 7.187, -2.287], [11.121, 8.381, -3.148], [9.979, 8.643, -3.482], [12.097, 9.022, -3.457], [10.370, 6.730, -2.096], [11.999, 6.518, -2.825], [11.800, 7.533, -1.370], [-6.041, 5.801, -1.294], [-5.898, 5.074, -0.004], [-6.901, 4.697, 0.556], [-4.765, 4.897, 0.418], [-7.097, 5.871, -1.526], [-5.595, 6.784, -1.168], [-5.502, 5.230, -2.046], [-3.914, 8.128, 1.204], [-3.804, 9.196, 0.173], [-4.827, 9.724, -0.208], [-2.686, 9.450, -0.227], [-4.960, 8.004, 1.461], [-3.505, 7.224, 0.761], [-3.330, 8.435, 2.067], [0.038, -2.498, -5.381], [-1.380, -2.635, -4.946], [-1.813, -1.828, -4.144], [-2.004, -3.554, -5.428], [0.468, -1.643, -4.874], [0.547, -3.422, -5.117], [0.032, -2.363, -6.458], [-1.673, -3.592, 6.247], [-2.095, -4.915, 5.708], [-1.661, -5.909, 6.234], [-2.866, -4.908, 4.760], [-0.998, -3.766, 7.076], [-1.185, -3.055, 5.439], [-2.571, -3.070, 6.564]],
  "total_charge": 1,
  "e_tot_ha": -5936.73990,
  "de_lowest_kj_mol": 102.70,
  "lumo_energy_ev": -4.05,
  "homo_ev": -11.9
}

---

{
  "formula": "C2HN2OS",
  "method": "ωB97M-V with the def2-TZVPD basis set",
  "symbols": ["C", "C", "N", "N", "O", "S", "H"],
  "xyz": [[-1.175, -0.786, 0.001], [1.685, 0.432, 0.222], [-1.114, -1.939, 0.037], [-1.195, 0.476, 0.110], [1.778, 0.558, 1.373], [1.954, 0.384, -1.310], [-1.934, 0.875, -0.433]],
  "total_charge": -1,
  "e_tot_ha": -659.79266,
  "de_lowest_kj_mol": 68.31,
  "lumo_energy_ev": 3.23,
  "homo_ev": -2.8
}

---

{
  "formula": "C5H8N2",
  "method": "ωB97M-V with the def2-TZVPD basis set",
  "symbols": ["C", "C", "N", "C", "C", "N", "C", "H", "H", "H", "H", "H", "H", "H", "H"],
  "xyz": [[1.332, -0.758, -1.522], [1.190, -0.678, -0.028], [0.082, -0.150, 0.493], [-0.487, 1.171, 0.090], [-1.804, 1.138, 0.796], [-1.840, 0.172, 1.653], [-0.689, -0.563, 1.522], [2.375, -0.869, -1.838], [0.781, -1.642, -1.891], [0.912, 0.109, -2.041], [-0.485, 1.347, -0.986], [1.623, -1.475, 0.571], [0.171, 1.908, 0.566], [-2.635, 1.809, 0.616], [-0.526, -1.519, 1.998]],
  "e_tot_ha": -304.72659,
  "de_lowest_kj_mol": 285.93,
  "lumo_energy_ev": [0.49, 0.53],
  "homo_ev": [-6.8, -6.6]
}

---

{
  "formula": "C6H5N2O3S",
  "method": "ωB97M-V with the def2-TZVPD basis set",
  "symbols": ["C", "C", "C", "C", "C", "C", "N", "N", "O", "O", "O", "S", "H", "H", "H", "H", "H"],
  "xyz": [[-0.768, -1.005, 0.963], [0.598, -0.805, 1.134], [-1.540, -0.390, -0.068], [1.277, 0.066, 0.237], [-1.006, 0.493, -0.904], [1.263, 1.651, -1.696], [0.588, 0.728, -0.680], [0.322, 2.082, -2.510], [2.412, 1.722, -1.638], [-1.968, 1.259, -3.327], [-1.757, 2.825, -1.377], [-1.384, 1.726, -2.122], [-1.256, -1.777, 1.489], [1.083, -1.358, 2.039], [-2.612, -0.712, -0.229], [2.390, 0.392, 0.170], [0.458, 2.731, -3.185]],
  "total_charge": 1,
  "e_tot_ha": -964.71198,
  "de_lowest_kj_mol": 120.92,
  "smiles": "O=C1NS(=O)(=O)c2cccc[n+]21",
  "lumo_energy_ev": -5.99,
  "homo_ev": -15.5
}

---

{
  "formula": "CH5FKNO3PS2",
  "method": "ωB97M-V with the def2-TZVPD basis set",
  "symbols": ["C", "P", "O", "N", "S", "S", "O", "O", "F", "H", "H", "H", "H", "H", "K"],
  "xyz": [[2.246, 0.730, -0.232], [0.739, -0.233, -0.927], [0.988, -1.897, -0.357], [-0.813, 0.368, -0.288], [-0.617, 1.666, 0.866], [-1.840, -0.915, 0.308], [-3.315, -0.427, 0.550], [-1.294, -1.586, 1.628], [-1.949, -2.099, -0.971], [2.362, 1.764, -0.781], [3.228, 0.081, -0.424], [2.141, 0.807, 0.933], [1.544, -1.806, 0.476], [-0.206, 2.842, 0.192], [-3.215, 0.705, -0.975]],
  "total_charge": 1,
  "e_tot_ha": -2158.65859,
  "de_lowest_kj_mol": 207.61,
  "lumo_energy_ev": -5.94,
  "homo_ev": -12.9
}

---

{
  "formula": "C5H13NO",
  "method": "ωB97M-V with the def2-TZVPD basis set",
  "symbols": ["C", "N", "C", "C", "C", "C", "H", "H", "H", "H", "H", "H", "H", "H", "H", "H", "H", "H", "H", "O"],
  "xyz": [[1.115, 2.216, -0.457], [0.468, 1.552, 0.735], [-0.529, 0.511, 0.590], [-0.307, -0.837, 0.847], [-1.283, -1.862, 0.140], [-1.846, 1.013, 0.003], [1.664, 1.443, -1.072], [0.510, 2.589, -1.313], [1.759, 3.256, -0.201], [0.768, 1.737, 1.680], [0.622, -1.321, 1.363], [-0.658, -2.185, -0.822], [-1.493, -2.905, 0.632], [-2.232, -1.496, -0.195], [-2.595, 0.488, 0.564], [-1.928, 0.801, -1.037], [-1.861, 2.068, 0.155], [3.117, -2.858, -0.241], [2.191, -1.719, -0.440], [2.517, -2.492, -0.930]],
  "e_tot_ha": -328.19578,
  "de_lowest_kj_mol": 323.11,
  "smiles": "C/C=C(\\C)NC.O",
  "lumo_energy_ev": 0.85,
  "homo_ev": -8.1
}

---

{
  "formula": "C47H38F3N2O5PS",
  "method": "ωB97M-V with the def2-TZVPD basis set",
  "symbols": ["C", "C", "C", "C", "C", "C", "C", "P", "S", "C", "C", "C", "C", "C", "C", "O", "C", "F", "F", "F", "C", "N", "C", "C", "C", "N", "C", "H", "H", "H", "H", "H", "H", "H", "H", "H", "H", "H", "H", "H", "H", "H", "H", "H", "H", "H", "H", "H", "H", "C", "C", "C", "C", "C", "C", "C", "O", "C", "C", "C", "C", "C", "C", "C", "O", "H", "H", "H", "H", "H", "H", "H", "H", "C", "C", "C", "C", "C", "C", "C", "O", "C", "C", "C", "C", "C", "C", "C", "O", "H", "H", "H", "H", "H", "H", "H", "H"],
  "xyz": [[6.299, -2.922, -2.949], [4.983, -2.449, -3.191], [3.484, -1.847, -3.580], [2.243, -2.830, -3.158], [1.653, -2.604, -1.646], [1.462, -1.017, -1.223], [2.550, -0.390, -0.173], [3.984, -1.373, 0.637], [5.736, -0.957, -0.101], [2.374, 1.223, 0.196], [3.506, 1.864, 1.210], [2.923, 1.850, 2.742], [1.475, 1.024, 2.881], [1.134, 2.143, -0.449], [0.925, 3.745, -0.136], [1.250, 4.154, 1.238], [1.935, 5.455, 1.292], [3.216, 5.524, 0.552], [2.282, 5.729, 2.737], [1.047, 6.554, 0.844], [0.070, 1.404, -1.505], [-1.006, 2.285, -2.077], [-1.899, 1.575, -3.053], [-1.684, 0.008, -3.429], [-2.730, -0.628, -4.569], [-0.656, -0.939, -2.879], [0.205, -0.164, -1.919], [7.470, -2.887, -2.723], [3.477, -1.797, -4.772], [3.392, -0.739, -3.215], [2.650, -3.947, -3.268], [1.382, -2.722, -3.970], [2.231, -3.234, -0.813], [0.551, -3.063, -1.649], [3.987, -1.000, 2.058], [3.821, -2.806, 0.613], [3.595, 3.014, 0.898], [4.582, 1.419, 1.080], [3.732, 1.468, 3.507], [2.660, 2.961, 3.089], [1.204, 1.107, 4.040], [1.583, -0.117, 2.628], [0.592, 1.563, 2.317], [-0.205, 4.082, -0.319], [1.546, 4.325, -0.972], [-2.757, 2.176, -3.592], [-2.010, -1.110, -5.389], [-3.470, -1.416, -4.121], [-3.261, 0.277, -5.114], [-2.438, -7.529, -9.486], [-1.238, -6.836, -9.323], [-0.930, -6.255, -8.092], [-1.829, -6.357, -7.023], [-3.039, -7.029, -7.193], [-3.339, -7.627, -8.424], [-4.016, -7.100, -6.088], [-5.078, -7.693, -6.236], [-3.700, -6.439, -4.806], [-4.642, -6.449, -3.769], [-4.346, -5.838, -2.549], [-3.108, -5.225, -2.358], [-2.170, -5.209, -3.391], [-2.470, -5.809, -4.621], [-1.486, -5.755, -5.719], [-0.399, -5.212, -5.554], [-2.674, -7.990, -10.442], [-0.542, -6.750, -10.153], [0.011, -5.720, -7.970], [-4.275, -8.164, -8.561], [-5.610, -6.929, -3.909], [-5.081, -5.843, -1.747], [-2.874, -4.756, -1.405], [-1.207, -4.724, -3.236], [1.955, 7.169, 5.680], [1.503, 8.202, 6.501], [0.500, 7.959, 7.441], [-0.060, 6.681, 7.553], [0.375, 5.654, 6.715], [1.394, 5.896, 5.784], [-0.244, 4.315, 6.790], [0.140, 3.412, 6.057], [-1.338, 4.083, 7.754], [-1.973, 2.834, 7.796], [-2.999, 2.602, 8.714], [-3.387, 3.609, 9.597], [-2.760, 4.855, 9.554], [-1.740, 5.095, 8.624], [-1.108, 6.428, 8.562], [-1.451, 7.315, 9.335], [2.743, 7.357, 4.953], [1.932, 9.198, 6.410], [0.156, 8.768, 8.082], [1.748, 5.096, 5.136], [-1.674, 2.041, 7.112], [-3.494, 1.634, 8.741], [-4.181, 3.426, 10.317], [-3.072, 5.639, 10.243]],
  "e_tot_ha": -3337.98064,
  "smiles": "C#CCCCc1c([PH2]=S)c(CCC)c(COC(F)(F)F)c2ncc(C)nc12.O=C1c2ccccc2C(=O)c2ccccc21.O=C1c2ccccc2C(=O)c2ccccc21",
  "lumo_energy_ev": -1.62,
  "homo_ev": -8.1
}